Entry 1:
{"formula": "C36H42AsN2O2S6SeTc", "method": "wB97M-V/def2-TZVPD", "e_homo_ev": -8.4, "energy_ev": -238485.4467, "charge": 0, "elements": ["Tc", "C", "C", "C", "C", "C", "C", "C", "Se", "C", "C", "C", "C", "C", "C", "O", "C", "C", "C", "C", "C", "C", "C", "C", "C", "O", "C", "C", "C", "C", "C", "C", "H", "H", "H", "H", "H", "H", "H", "H", "H", "H", "H", "H", "H", "H", "H", "H", "H", "H", "H", "H", "H", "H", "H", "H", "H", "H", "H", "H", "H", "H", "H", "H", "H", "H", "H", "H", "H", "H", "H", "H", "S", "C", "C", "C", "C", "N", "C", "C", "C", "S", "C", "N", "H", "H", "S", "As", "S", "S", "S"], "xyz": [[1.584, -2.209, -0.234], [-3.993, -0.046, 4.905], [-3.711, 0.295, 3.435], [-3.483, 1.808, 3.297], [-4.944, -0.080, 2.607], [-2.458, -0.417, 2.953], [-2.415, -1.156, 1.777], [-1.217, -1.680, 1.339], [-1.089, -2.747, -0.271], [-1.150, -1.469, -1.724], [-2.283, -0.756, -2.044], [-2.245, 0.159, -3.091], [-1.068, 0.256, -3.825], [0.077, -0.483, -3.566], [0.051, -1.357, -2.456], [1.106, -2.009, -2.014], [1.342, -0.328, -4.395], [2.478, 0.183, -3.501], [1.716, -1.695, -4.979], [1.170, 0.668, -5.545], [-3.472, 1.000, -3.398], [-3.948, 1.689, -2.110], [-4.573, 0.077, -3.940], [-3.195, 2.088, -4.440], [-0.010, -1.545, 2.062], [1.080, -2.042, 1.534], [-0.058, -0.854, 3.295], [-1.273, -0.298, 3.673], [1.179, -0.573, 4.139], [0.876, -0.722, 5.638], [1.597, 0.875, 3.834], [2.353, -1.506, 3.833], [-4.926, 0.417, 5.214], [-4.079, -1.121, 5.042], [-3.209, 0.324, 5.558], [-4.359, 2.345, 3.651], [-2.624, 2.130, 3.878], [-3.310, 2.072, 2.257], [-5.816, 0.437, 2.999], [-4.826, 0.220, 1.568], [-5.141, -1.149, 2.652], [-3.294, -1.329, 1.177], [-3.174, -0.901, -1.452], [-1.040, 0.954, -4.640], [2.762, -0.577, -2.779], [3.358, 0.412, -4.097], [2.175, 1.082, -2.967], [1.869, -2.429, -4.192], [0.932, -2.056, -5.642], [2.639, -1.614, -5.547], [0.965, 1.669, -5.168], [2.096, 0.709, -6.115], [0.373, 0.363, -6.219], [-4.320, 0.973, -1.385], [-3.131, 2.246, -1.656], [-4.753, 2.382, -2.341], [-4.835, -0.689, -3.216], [-5.464, 0.656, -4.168], [-4.238, -0.413, -4.851], [-2.379, 2.736, -4.127], [-2.960, 1.659, -5.412], [-4.085, 2.702, -4.558], [-1.294, 0.276, 4.585], [0.124, -0.020, 5.986], [0.542, -1.733, 5.859], [1.786, -0.530, 6.203], [0.828, 1.569, 4.166], [2.527, 1.117, 4.341], [1.734, 1.012, 2.763], [2.051, -2.551, 3.858], [2.782, -1.290, 2.857], [3.143, -1.360, 4.564], [1.273, 0.311, -0.170], [2.838, 0.937, 0.180], [3.013, 2.326, 0.126], [4.238, 2.903, 0.400], [4.349, 4.315, 0.379], [4.404, 5.459, 0.375], [5.351, 2.098, 0.728], [5.180, 0.720, 0.809], [3.945, 0.156, 0.542], [3.862, -1.627, 0.679], [6.617, 2.690, 0.935], [7.646, 3.172, 1.080], [2.168, 2.951, -0.121], [6.010, 0.079, 1.071], [5.171, -4.770, 1.341], [4.059, -4.798, -0.402], [3.946, -2.182, -1.276], [1.871, -4.560, -0.140], [4.612, -6.015, -1.969]], "forces_ev_per_a": [[1.445, -0.280, -0.006], [0.054, 0.015, -0.219], [-0.181, 0.106, 0.021], [-0.062, -0.205, 0.000], [0.205, 0.051, 0.125], [0.033, -0.096, -0.145], [0.002, -0.083, -0.058], [0.544, -0.097, -0.045], [0.716, 0.590, 0.076], [0.417, -0.131, -0.068], [0.106, -0.045, 0.064], [0.064, -0.047, 0.063], [-0.162, -0.154, 0.106], [0.373, -0.327, 0.327], [-2.034, 0.935, 0.005], [1.014, -0.510, -0.739], [0.191, 0.063, -0.085], [-0.029, -0.136, 0.002], [-0.010, 0.062, 0.073], [-0.023, -0.173, 0.214], [-0.165, 0.075, -0.047], [0.061, -0.041, -0.198], [0.132, 0.159, 0.043], [-0.017, -0.194, 0.158], [-2.106, 0.736, 0.157], [0.921, -0.454, 0.704], [0.391, -0.257, -0.322], [-0.023, -0.166, -0.122], [0.195, 0.143, 0.091], [-0.001, 0.035, -0.202], [-0.036, -0.160, 0.041], [-0.030, 0.068, -0.101], [-0.129, 0.070, 0.067], [-0.018, -0.141, 0.045], [0.107, 0.017, 0.122], [-0.112, 0.119, 0.047], [0.126, 0.076, 0.087], [0.034, 0.067, -0.119], [-0.076, 0.056, 0.046], [-0.017, -0.013, -0.148], [-0.042, -0.146, -0.043], [-0.184, 0.059, 0.009], [-0.163, 0.039, 0.018], [0.040, 0.100, -0.154], [-0.030, 0.193, 0.036], [0.091, 0.031, -0.161], [0.012, 0.091, 0.048], [0.017, -0.081, 0.001], [-0.065, -0.064, -0.088], [0.131, 0.007, -0.115], [-0.042, 0.106, -0.044], [0.063, 0.004, -0.048], [-0.115, 0.027, -0.136], [-0.050, -0.100, 0.143], [0.062, 0.091, 0.078], [-0.126, 0.072, 0.014], [-0.062, -0.123, 0.093], [-0.166, 0.064, -0.025], [0.007, -0.078, -0.096], [0.096, 0.097, -0.009], [0.076, -0.007, -0.121], [-0.085, 0.058, -0.031], [0.015, 0.068, 0.105], [-0.088, 0.056, 0.064], [-0.053, -0.104, 0.073], [0.056, 0.015, 0.062], [-0.076, 0.143, 0.034], [0.152, 0.054, 0.109], [0.039, 0.020, -0.096], [0.059, -0.101, -0.034], [-0.037, -0.044, 0.079], [0.065, 0.061, 0.182], [-0.379, -0.780, -0.113], [0.165, -0.186, 0.014], [0.173, -0.059, 0.080], [0.025, -0.949, 0.103], [0.056, 0.385, -0.043], [0.031, 0.425, -0.022], [-0.826, -0.310, -0.190], [0.075, 0.224, 0.031], [-0.220, -0.096, 0.022], [-0.430, 0.158, -0.273], [0.419, 0.121, 0.120], [0.327, 0.135, 0.077], [-0.042, 0.051, -0.037], [0.103, 0.060, 0.013], [-0.494, 0.404, -0.402], [0.722, -1.015, 0.107], [-0.676, -0.284, 0.408], [-0.145, 0.742, -0.128], [-0.382, 0.635, 0.218]], "mulliken_charge": [1.00, -1.76, 1.93, -1.55, -1.96, -0.54, -0.23, 0.13, 0.07, 0.15, -0.54, -0.80, 0.09, -0.73, 1.06, -0.65, 2.39, -1.23, -1.84, -2.38, 2.16, -1.74, -1.72, -2.18, 1.38, -0.48, -0.50, -0.84, 2.47, -1.99, -1.42, -2.08, 0.49, 0.38, 0.33, 0.48, 0.33, 0.29, 0.46, 0.23, 0.41, 0.63, 0.39, 0.62, -0.29, 0.64, 0.27, 0.30, 0.39, 0.46, 0.43, 0.45, 0.46, 0.34, 0.36, 0.51, 0.32, 0.47, 0.38, 0.43, 0.42, 0.45, 0.35, 0.31, 0.44, 0.51, 0.34, 0.47, 0.13, 0.46, -0.09, 0.58, 0.04, 1.09, -1.13, 0.61, -0.38, -0.49, 0.49, -0.94, 0.28, -0.13, -0.28, -0.51, 0.60, 0.60, -0.35, 0.29, -0.24, -0.21, -0.34]}

=====

Entry 2:
{"formula": "C36H43AsN5O5PPtS2", "method": "wB97M-V/def2-TZVPD", "e_homo_ev": -14.0, "energy_ev": -150749.0725, "charge": 2, "e_above_lowest_kj_mol": 23.20, "elements": ["Pt", "N", "C", "C", "C", "C", "N", "C", "C", "H", "H", "H", "H", "O", "As", "C", "C", "C", "C", "C", "C", "C", "C", "C", "C", "C", "C", "C", "C", "C", "C", "C", "C", "H", "H", "H", "H", "H", "H", "H", "H", "H", "H", "H", "H", "H", "H", "H", "O", "S", "O", "O", "S", "O", "P", "N", "C", "C", "C", "C", "N", "C", "C", "C", "C", "N", "C", "C", "C", "C", "H", "H", "H", "H", "H", "H", "H", "H", "H", "H", "H", "H", "H", "H", "H", "H", "H", "H", "H", "H", "H", "H", "H", "H"], "xyz": [[-0.918, -1.195, -0.211], [1.373, -0.447, -7.161], [1.013, -0.586, -6.080], [0.564, -0.759, -4.724], [-0.776, -1.006, -4.450], [-1.176, -1.164, -3.143], [-0.298, -1.091, -2.128], [0.994, -0.829, -2.379], [1.458, -0.668, -3.665], [-1.511, -1.073, -5.241], [-2.213, -1.341, -2.912], [1.641, -0.745, -1.518], [2.507, -0.468, -3.832], [-1.120, 0.760, -0.491], [-2.514, 1.752, -0.626], [-3.679, 1.562, 0.860], [-4.913, 2.208, 0.802], [-5.787, 2.086, 1.868], [-5.436, 1.315, 2.971], [-4.205, 0.675, 3.022], [-3.314, 0.801, 1.965], [-1.763, 3.485, -0.800], [-2.583, 4.546, -1.176], [-2.043, 5.820, -1.253], [-0.701, 6.024, -0.955], [0.108, 4.959, -0.580], [-0.420, 3.679, -0.497], [-3.442, 1.256, -2.212], [-3.164, 1.896, -3.415], [-3.810, 1.479, -4.572], [-4.722, 0.432, -4.520], [-5.004, -0.200, -3.312], [-4.372, 0.218, -2.150], [-5.202, 2.791, -0.065], [-6.745, 2.588, 1.838], [-6.128, 1.215, 3.797], [-3.936, 0.079, 3.883], [-2.341, 0.329, 2.021], [-3.628, 4.391, -1.417], [-2.669, 6.652, -1.545], [-0.285, 7.021, -1.015], [1.151, 5.128, -0.348], [0.199, 2.843, -0.201], [-2.449, 2.709, -3.456], [-3.607, 1.977, -5.511], [-5.235, 0.121, -5.421], [-5.733, -1.000, -3.275], [-4.619, -0.244, -1.201], [-2.318, -4.352, 1.554], [-1.893, -3.157, 0.948], [-0.507, -3.138, 0.286], [-1.834, -1.871, 1.725], [-2.852, -2.373, -0.706], [0.994, -0.650, 0.441], [2.192, -0.948, 1.345], [1.899, -0.584, 2.891], [2.907, 0.028, 3.793], [2.377, -0.259, 5.212], [1.294, -1.330, 5.031], [0.719, -1.013, 3.656], [2.677, -2.502, 1.245], [2.907, -3.378, 2.420], [3.473, -4.644, 1.792], [2.687, -4.745, 0.486], [2.656, -3.297, 0.000], [3.381, 0.045, 0.827], [4.791, -0.352, 0.689], [5.062, -0.130, -0.798], [4.249, 1.138, -1.123], [3.178, 1.240, -0.008], [2.986, 1.099, 3.606], [3.892, -0.411, 3.625], [1.951, 0.647, 5.642], [3.175, -0.589, 5.874], [0.536, -1.304, 5.812], [1.739, -2.327, 5.028], [-0.002, -0.192, 3.720], [0.226, -1.860, 3.181], [1.965, -3.600, 2.930], [3.584, -2.914, 3.137], [3.357, -5.510, 2.440], [4.537, -4.518, 1.579], [1.673, -5.099, 0.681], [3.146, -5.409, -0.244], [1.765, -3.082, -0.592], [3.537, -3.078, -0.612], [4.949, -1.375, 1.026], [5.414, 0.311, 1.296], [4.688, -0.988, -1.364], [6.121, -0.021, -1.022], [3.797, 1.091, -2.114], [4.887, 2.020, -1.110], [2.156, 1.262, -0.382], [3.333, 2.142, 0.588]], "forces_ev_per_a": [[0.610, -0.606, 0.397], [-0.044, 0.000, 0.118], [0.014, -0.019, -0.022], [0.015, 0.019, -0.065], [-0.015, -0.002, -0.060], [-0.009, 0.008, -0.023], [0.192, 0.119, 0.060], [0.067, -0.079, 0.038], [0.047, 0.019, -0.047], [0.016, -0.007, 0.013], [0.010, 0.004, 0.004], [-0.022, -0.021, -0.059], [-0.013, -0.007, -0.005], [-0.171, -0.077, 0.330], [-0.113, 0.006, -0.144], [0.009, -0.113, 0.018], [-0.037, -0.064, -0.007], [-0.006, -0.011, 0.046], [-0.002, 0.006, -0.027], [0.010, 0.022, -0.067], [0.106, 0.138, 0.051], [-0.002, 0.010, 0.026], [0.018, 0.018, -0.031], [-0.006, 0.005, 0.003], [-0.001, -0.004, 0.002], [-0.007, -0.004, 0.001], [0.023, 0.029, -0.004], [-0.147, 0.085, 0.059], [0.104, -0.100, -0.055], [0.011, -0.020, 0.003], [0.003, 0.005, 0.018], [0.024, 0.017, 0.003], [-0.082, 0.069, -0.063], [0.006, -0.006, -0.001], [0.005, -0.014, 0.002], [0.012, 0.007, -0.010], [0.000, 0.010, 0.003], [-0.124, 0.085, -0.015], [-0.012, -0.006, 0.009], [0.009, -0.010, 0.003], [-0.007, -0.016, 0.000], [-0.019, -0.002, -0.004], [0.002, -0.003, 0.011], [-0.017, 0.020, 0.007], [-0.014, 0.000, 0.013], [0.021, -0.006, 0.011], [0.004, 0.016, 0.001], [-0.032, 0.040, 0.005], [0.049, 0.165, 0.110], [-0.152, -0.161, -0.430], [-0.129, -0.197, -0.123], [0.546, 0.323, -0.300], [-0.326, 0.065, 0.186], [-0.590, 0.163, -0.144], [0.210, 0.049, 0.133], [-0.075, 0.107, 0.253], [-0.080, -0.028, 0.013], [-0.021, -0.039, -0.056], [0.051, 0.032, -0.017], [0.130, -0.049, 0.021], [-0.338, 0.032, 0.117], [-0.009, -0.021, -0.002], [-0.006, 0.005, -0.031], [0.048, 0.033, 0.026], [0.137, 0.076, -0.107], [0.248, -0.266, -0.325], [-0.064, 0.058, -0.060], [-0.042, 0.051, 0.039], [0.022, -0.044, 0.058], [0.031, 0.032, 0.090], [0.024, 0.011, -0.019], [-0.037, -0.045, 0.015], [-0.027, 0.000, -0.021], [-0.002, 0.019, 0.019], [0.015, 0.008, 0.016], [-0.013, 0.012, -0.015], [-0.030, 0.001, -0.035], [0.023, -0.036, -0.003], [0.003, 0.029, -0.003], [0.026, 0.024, -0.035], [-0.012, -0.009, -0.010], [-0.002, 0.005, 0.025], [-0.016, 0.012, 0.004], [-0.006, -0.014, -0.004], [0.020, 0.005, 0.031], [-0.003, 0.030, 0.036], [-0.030, 0.003, -0.028], [0.004, -0.010, 0.024], [0.003, 0.004, 0.010], [-0.010, 0.006, -0.003], [0.004, 0.001, 0.003], [-0.007, -0.002, -0.003], [0.000, 0.004, -0.025], [-0.004, -0.002, 0.022]], "mulliken_charge": [3.36, -0.36, -0.37, 0.42, -0.92, -0.14, -0.03, -0.07, -1.03, 0.63, 0.41, 0.82, 0.63, 0.60, 0.91, 0.25, -0.44, -0.75, -0.64, -0.73, 0.43, 0.19, -0.37, -0.72, -0.56, -0.68, -0.15, 0.37, -0.46, -0.84, -0.52, -0.82, -0.86, 0.35, 0.44, 0.42, 0.46, -0.12, 0.35, 0.43, 0.42, 0.45, 0.15, 0.50, 0.48, 0.45, 0.48, 0.79, -0.53, 0.90, -0.60, -0.49, -0.31, -1.27, -1.88, 0.71, -0.40, -0.80, -0.64, -0.09, 1.29, -0.53, -0.80, -0.82, 0.02, 0.25, -0.82, -0.48, -0.81, 0.42, 0.29, 0.38, 0.35, 0.37, 0.45, 0.23, 0.19, -0.07, 0.25, 0.30, 0.43, 0.31, 0.23, 0.44, -0.25, 0.34, 0.39, 0.48, 0.00, 0.52, 0.27, 0.36, -0.68, 0.53]}